Arrangement w

Density functional theory data (ωB97M-V/def2-TZVPD) for one molecule with the formula C5H15NSi.

Last column: natural (NBO) charge in e.
Geometry (Å):
C 1.877 -0.596 2.260  -0.6121
C 1.743 -0.351 0.737  -0.8979
Si 0.129 0.463 0.279  1.5758
N -0.868 0.360 1.645  -1.2778
C -0.627 -0.368 -1.279  -0.6537
C -0.084 0.419 -2.419  -0.6223
C -2.168 -0.104 -1.098  -0.5988
H 1.101 0.055 2.692  0.1981
H 1.613 -1.610 2.486  0.2094
H 2.958 -0.398 2.586  0.2190
H 1.781 -1.281 0.118  0.2346
H 2.591 0.292 0.279  0.2387
H 0.236 1.864 -0.117  -0.2296
H -0.572 -0.105 2.446  0.3843
H -1.649 0.850 1.803  0.3858
H -0.499 -1.427 -1.292  0.2208
H 0.822 0.955 -2.094  0.2013
H -0.033 -0.171 -3.367  0.2175
H -0.666 1.320 -2.668  0.2122
H -2.200 0.873 -0.840  0.1829
H -2.616 -0.693 -0.264  0.2068
H -2.866 -0.346 -1.895  0.2049

Calculated values
Orbital gap = 10.02 eV
Spin multiplicity = 1
SMILES string = CC[Si@H](N)C(C)C

***

Arrangement x

Density functional theory data (ωB97M-V/def2-TZVPD) for a 2-piece molecular cluster, C5H15NSi overall.

Last column: natural (NBO) charge in e.
Geometry (Å):
C -0.337 -1.404 -0.197  -0.6220
C -1.178 -0.167 -0.005  0.1113
C -1.751 -0.248 1.439  -0.6088
C -2.282 0.042 -1.059  -0.6140
N -0.218 0.977 -0.188  -1.0850
Si 0.195 2.502 0.186  1.2829
H -0.556 -2.049 0.631  0.2051
H -0.379 -1.833 -1.171  0.2101
H 0.701 -0.987 -0.008  0.2396
H -1.800 0.706 1.937  0.2022
H -1.164 -0.817 2.110  0.2048
H -2.741 -0.655 1.336  0.2093
H -2.587 1.103 -1.039  0.2110
H -1.808 -0.046 -2.017  0.2113
H -3.113 -0.648 -1.114  0.2112
H 1.568 2.473 -0.463  -0.1791
H -0.207 3.819 0.771  -0.1896
C 3.495 -0.544 -0.201  -0.8736
H 3.866 -0.872 0.787  0.2127
H 4.311 -0.072 -0.711  0.2152
H 3.393 -1.316 -1.025  0.2198
H 2.592 0.036 -0.001  0.2256

Calculated values
Orbital gap = 8.89 eV
Spin multiplicity = 1
SMILES string = CC(C)(C)N=[SiH2].C

***

Stability, highest: arrangement w

***

Arrangement w

Density functional theory data (ωB97M-V/def2-TZVPD) for a 2-piece molecular cluster, C4H5I overall.

Last column: natural (NBO) charge in e.
Geometry (Å):
C 0.884 -1.506 -1.733  -0.2414
C 1.475 -2.167 -0.929  -0.2806
I 2.497 -3.294 0.393  0.2862
H 0.354 -0.901 -2.407  0.2386
C 0.380 0.602 0.904  -0.3846
C -0.655 -0.008 0.365  -0.3802
H 0.623 1.625 0.672  0.1902
H 1.036 0.104 1.593  0.1903
H -1.319 0.493 -0.319  0.1874
H -0.890 -1.036 0.575  0.1941

Calculated values
Orbital gap = 9.70 eV
Spin multiplicity = 1
SMILES string = C#CI.C=C

***

Arrangement x

Density functional theory data (ωB97M-V/def2-TZVPD) for a 2-piece molecular cluster, C4H5I overall.

Last column: Mulliken charge in e.
Geometry (Å):
C -1.958 0.620 0.154  -0.2019
C -1.817 -0.826 0.155  -0.1758
C -0.732 0.004 0.016  0.5791
C 0.703 0.128 -0.147  -0.9648
I 5.428 -0.090 -0.048  -0.9539
H -2.594 1.463 0.174  0.3857
H -2.280 -1.776 0.184  0.3854
H 0.967 1.032 -0.690  0.2998
H 1.119 -0.749 -0.640  0.3291
H 1.162 0.194 0.842  0.3173

Calculated values
Orbital gap = 2.36 eV
Spin multiplicity = 1

***

Stability, highest: arrangement w

***

Arrangement w

Density functional theory data (ωB97M-V/def2-TZVPD) for a 2-piece molecular cluster, C3H2F2O overall.

Last column: natural (NBO) charge in e.
Geometry (Å):
O -1.247 -0.389 0.526  -0.5293
C -0.824 0.479 1.165  1.1434
F 0.065 1.390 0.866  -0.3008
F -1.078 0.789 2.382  -0.2938
C 0.474 -1.000 -0.906  -0.2175
C 1.063 -0.074 -1.428  -0.2537
H -0.125 -1.818 -0.722  0.2278
H 1.672 0.623 -1.882  0.2238

Calculated values
Orbital gap = 10.90 eV
Spin multiplicity = 1
SMILES string = O=C(F)F.C#C

***

Arrangement x

Density functional theory data (ωB97M-V/def2-TZVPD) for C3H2F2O as an isolated structure.

Last column: natural (NBO) charge in e.
Geometry (Å):
C 0.397 0.816 0.556  0.0016
C 0.931 -0.276 0.072  0.2622
C -0.908 -0.484 -0.457  0.4909
O -0.956 0.759 0.275  -0.5202
F 2.128 -0.651 -0.295  -0.2905
F -1.402 -1.618 0.092  -0.3107
H 0.903 1.697 1.174  0.2104
H -1.093 -0.244 -1.417  0.1563

Calculated values
Orbital gap = 10.17 eV
Spin multiplicity = 1

***

Stability, highest: arrangement w